ORCA calculation (wB97M-V/def2-TZVPD) on one molecule with the formula C17H22N4O3S2 in a non-equilibrium geometry.

Last column: natural (NBO) charge in e.
CARTESIAN COORDINATES (ANGSTROEM)
C 6.03 0.17 -1.21  -0.60
C 4.91 0.14 -0.18  -0.43
H 4.60 1.17 0.04  0.22
H 5.28 -0.30 0.74  0.20
C 3.67 -0.62 -0.69  -0.05
N 2.45 -0.22 -0.01  -0.69
S 1.92 1.34 -0.29  2.33
O 2.26 1.68 -1.65  -0.94
O 2.31 2.24 0.75  -0.95
C 0.15 1.08 -0.18  -0.35
C -0.44 0.14 -1.00  -0.17
C -1.80 -0.08 -0.94  -0.20
C -2.58 0.67 -0.05  0.16
C -1.97 1.62 0.77  -0.24
C -0.61 1.83 0.70  -0.17
H -0.11 2.56 1.32  0.25
H -2.57 2.20 1.45  0.21
N -3.96 0.52 0.05  -0.59
C -4.77 -0.39 -0.58  0.65
O -4.38 -1.27 -1.32  -0.58
C -6.19 -0.23 -0.25  -0.36
C -6.96 0.89 0.06  0.12
N -8.26 0.58 0.22  -0.20
N -8.54 -0.64 0.07  -0.34
S -7.25 -1.58 -0.33  0.70
C -6.54 2.31 0.19  -0.66
H -6.17 2.51 1.20  0.22
H -7.40 2.94 0.02  0.25
H -5.76 2.56 -0.53  0.23
H -4.40 1.14 0.71  0.41
H -2.27 -0.81 -1.57  0.25
H 0.19 -0.42 -1.68  0.24
C 2.35 -0.61 1.38  -0.23
H 1.39 -0.24 1.75  0.22
C 2.41 -2.13 1.47  -0.40
C 3.70 -2.64 0.84  -0.40
C 3.80 -2.14 -0.60  -0.40
H 4.75 -2.45 -1.05  0.22
H 2.99 -2.59 -1.18  0.21
H 4.56 -2.28 1.42  0.20
H 3.73 -3.73 0.85  0.21
H 2.35 -2.44 2.52  0.21
H 1.55 -2.55 0.94  0.20
H 3.15 -0.16 1.98  0.19
H 3.51 -0.32 -1.74  0.23
H 6.37 -0.84 -1.45  0.20
H 6.88 0.73 -0.83  0.21
H 5.69 0.65 -2.13  0.21

Properties
Charge: 0
Total energy: -51759.1735 eV
E_HOMO: -0.3357 hartree